No. 1
{
  "formula": "C9H7ClN3O2",
  "method": "the ωB97M-V functional and the def2-TZVPD basis",
  "total_charge": -1,
  "e_above_lowest_kj_mol": 86.09,
  "smiles": "CC/C(C#N)=C(/[O-])Oc1nccnc1Cl",
  "homo_lumo_gap_ev": 6.57,
  "total_energy_ev": -30534.3992,
  "species": ["C", "C", "C", "C", "N", "C", "O", "O", "C", "N", "C", "C", "N", "C", "Cl", "H", "H", "H", "H", "H", "H", "H"],
  "xyz": [[0.7726, 1.2715, -0.9484], [1.3447, 1.2443, 0.4963], [2.6659, 0.5490, 0.4469], [3.8166, 1.2278, 0.1014], [4.5740, 1.9829, -0.3721], [2.8021, -0.7920, 0.8594], [3.8215, -1.4521, 0.9064], [1.6454, -1.3503, 1.5113], [0.6265, -1.8857, 0.9100], [-0.5364, -1.9507, 1.6793], [-1.6404, -2.4819, 1.0967], [-1.6378, -2.7215, -0.3150], [-0.5115, -2.7364, -0.9862], [0.5994, -2.4385, -0.3235], [2.0167, -2.6577, -1.2468], [1.4277, 2.0089, -1.4816], [0.9137, 0.3229, -1.4218], [-0.2843, 1.4793, -1.0020], [0.8287, 0.7510, 1.2117], [1.3901, 2.2358, 0.8118], [-2.5421, -2.4342, 1.6689], [-2.6093, -2.7734, -0.8682]],
  "mulliken_charge": [-1.0717, -0.9401, 0.4625, 0.2776, -0.7581, 0.0627, -0.7063, -0.4592, 0.9179, -0.5681, -0.2565, -0.1837, -0.5357, 0.3814, -0.1410, 0.3097, 0.2570, 0.3514, 0.4131, 0.4662, 0.3876, 0.3332]
}

No. 2
{
  "formula": "C5H9NO",
  "method": "the ωB97M-V functional and the def2-TZVPD basis",
  "e_above_lowest_kj_mol": 232.83,
  "smiles": "[H]/N=C1/CC=CCO1.[H][H]",
  "homo_lumo_gap_ev": 10.79,
  "total_energy_ev": -8866.7995,
  "species": ["H", "N", "C", "C", "C", "C", "C", "O", "H", "H", "H", "H", "H", "H", "H", "H"],
  "xyz": [[0.0037, -0.4641, -3.2811], [-0.7709, -0.3458, -2.6263], [-0.3222, -0.0376, -1.4840], [-1.2839, 0.1774, -0.3350], [-0.6706, 0.8209, 0.8720], [0.6444, 0.8262, 1.0495], [1.5647, 0.2308, 0.0298], [1.0095, 0.1425, -1.2809], [-2.1227, 0.7620, -0.7233], [-1.7053, -0.8002, -0.0632], [-1.3353, 1.2618, 1.6110], [1.1012, 1.2487, 1.9405], [1.8928, -0.7739, 0.3362], [2.4624, 0.8468, -0.0799], [-0.4296, -1.7357, 2.0180], [-0.0091, -2.3436, 2.0882]],
  "mulliken_charge": [0.2854, -0.7021, 0.3874, -0.3360, -0.4784, -0.2129, -0.3820, -0.4193, 0.3183, 0.2569, 0.3566, 0.3769, 0.2450, 0.3048, -0.2223, 0.2215]
}

No. 3
{
  "formula": "C4H9N3O",
  "method": "the ωB97M-V functional and the def2-TZVPD basis",
  "e_above_lowest_kj_mol": 180.86,
  "smiles": "NC(N)=O.C#CNC",
  "homo_lumo_gap_ev": 8.55,
  "total_energy_ev": -10810.5873,
  "species": ["N", "C", "N", "O", "H", "H", "H", "H", "C", "C", "N", "C", "H", "H", "H", "H", "H"],
  "xyz": [[-2.2013, -0.4335, 0.1268], [-1.8877, 0.7992, -0.3735], [-2.8615, 1.3682, -1.1431], [-0.8284, 1.3463, -0.1507], [-1.4466, -0.9568, 0.5378], [-2.9645, -0.9613, -0.2579], [-2.7340, 2.3382, -1.3762], [-3.8050, 1.0243, -1.1148], [3.6070, -0.1535, -1.1082], [2.7222, 0.0055, -0.3125], [1.7834, 0.1575, 0.6289], [1.3774, -1.0301, 1.3469], [4.4002, -0.2255, -1.7871], [1.0036, 0.7417, 0.3353], [0.8545, -1.7694, 0.7182], [2.2606, -1.5163, 1.7647], [0.7201, -0.7346, 2.1654]],
  "mulliken_charge": [-0.3844, 0.5762, -0.4330, -0.6743, 0.1978, 0.2134, 0.2460, 0.1918, -0.3917, -0.0717, -0.2908, -0.9554, 0.4640, 0.3572, 0.2713, 0.3602, 0.3234]
}

No. 4
{
  "formula": "C21H24N2O5",
  "method": "the ωB97M-V functional and the def2-TZVPD basis",
  "e_above_lowest_kj_mol": 88.80,
  "smiles": "Cc1c(OCC(=O)N2CCC(C(N)=O)CC2)ccc2c3c(c(=O)oc12)CCC3",
  "homo_lumo_gap_ev": 8.56,
  "total_energy_ev": -35385.9234,
  "species": ["C", "C", "C", "O", "C", "C", "O", "N", "C", "C", "C", "C", "N", "O", "C", "C", "C", "C", "C", "C", "C", "C", "O", "O", "C", "C", "C", "C", "H", "H", "H", "H", "H", "H", "H", "H", "H", "H", "H", "H", "H", "H", "H", "H", "H", "H", "H", "H", "H", "H", "H", "H"],
  "xyz": [[-2.6669, 1.6804, 0.5918], [-1.3914, 1.6753, -0.1928], [-0.9047, 0.4801, -0.7333], [-1.6742, -0.6162, -0.4894], [-1.2973, -1.8583, -1.0444], [-0.0262, -2.4778, -0.4612], [0.8619, -2.8727, -1.1984], [0.0638, -2.5580, 0.8809], [-1.0076, -2.3341, 1.8257], [-1.6742, -3.6728, 2.2045], [-0.7276, -4.8305, 1.8632], [-0.8576, -5.1437, 0.3656], [0.1577, -5.8351, -0.1887], [-1.8505, -4.8513, -0.2678], [0.6884, -4.4490, 2.3052], [1.1896, -3.2631, 1.4634], [0.2858, 0.4590, -1.4634], [0.9901, 1.6230, -1.6642], [0.5341, 2.8353, -1.1434], [1.1921, 4.0928, -1.2997], [0.6657, 5.2213, -0.7678], [-0.5649, 5.2185, -0.0140], [-1.1014, 6.1739, 0.4937], [-1.1626, 3.9899, 0.1326], [-0.6648, 2.8472, -0.4019], [1.4950, 6.4291, -1.0764], [2.8048, 5.8233, -1.6124], [2.4599, 4.3851, -2.0427], [-2.5046, 1.2392, 1.5748], [-3.4196, 1.0851, 0.0799], [-3.0241, 2.6970, 0.7204], [-1.1582, -1.7832, -2.1289], [-2.1282, -2.5434, -0.8472], [-0.5573, -1.8715, 2.7102], [-1.7357, -1.6391, 1.4157], [-2.5966, -3.8099, 1.6399], [-1.9158, -3.6789, 3.2672], [-1.0504, -5.7334, 2.3927], [1.0328, -5.9822, 0.2789], [0.1322, -5.9716, -1.1864], [1.3805, -5.2888, 2.2334], [0.6406, -4.1672, 3.3592], [1.7673, -2.5675, 2.0821], [1.8195, -3.5914, 0.6342], [0.6686, -0.4632, -1.8677], [1.9073, 1.6039, -2.2312], [1.6435, 7.0546, -0.1970], [0.9907, 7.0388, -1.8304], [3.2178, 6.4059, -2.4333], [3.5463, 5.7946, -0.8132], [3.2538, 3.6788, -1.8000], [2.2726, 4.3216, -3.1180]],
  "mulliken_charge": [-1.4636, 1.1683, 1.3882, -0.5111, -1.3550, 1.4388, -0.6977, 0.0237, -0.4472, -1.0595, 0.1118, 0.2551, -0.2898, -0.6578, -1.2168, -0.9108, -1.0114, -1.3627, 0.2231, 1.0214, 0.5726, -0.0698, -0.6734, -0.6194, -0.1952, -0.8629, -0.7235, -0.7541, 0.2295, 0.3166, 0.4650, 0.3916, 0.3570, 0.4144, 0.1097, 0.4164, 0.4413, 0.5559, 0.2121, 0.2681, 0.4650, 0.4548, 0.3592, 0.4263, 0.4533, 0.4432, 0.3074, 0.2825, 0.3192, 0.3067, 0.3671, 0.3161]
}